Entry 1:
A cluster of 3 separate species, C14H14Br2N2O4 in total, computed with ωB97M-V with the def2-TZVPD basis set.

Results
HOMO level (alpha / beta) in Eh: -0.05257 / -0.19076
LUMO level (alpha / beta) in eV: 2.03 / 2.03
Spin multiplicity: 2
Net charge: -1
E_tot in a.u.: -6100.2082
Orbital gap (alpha / beta) in eV: 3.46 / 7.23
Expectation value of S²: 0.766

Structure (XYZ):
```
36
Properties=species:S:1:pos:R:3:lowdin_spin:R:1
Br -3.7299 -3.7335 -4.4829 0.000
Br -1.5774 -4.4536 -1.8326 0.001
O -2.3467 1.0866 -2.8018 0.196
O 0.8203 -2.3155 0.0106 0.000
O -0.3978 -2.4341 1.7811 0.000
O -3.1611 0.0904 -1.0832 0.188
N -2.3478 0.8812 -1.5926 0.244
N 0.5248 -1.9393 1.1454 0.001
C 1.7526 0.7555 3.6134 0.000
C 3.0106 1.0098 3.0338 0.000
C -1.4241 1.5524 0.6822 0.091
C -1.9834 -2.8151 -4.2106 0.001
C 0.5196 2.8626 0.8103 0.104
C -0.5615 2.3239 1.3971 0.015
C -1.3409 1.5835 -0.7370 0.062
C 3.4319 0.2059 1.9310 0.001
C -1.7559 -2.6907 -2.7224 0.001
C 2.6335 -0.7478 1.3557 0.000
C -0.2980 2.2637 -1.3756 0.062
C 1.3859 -0.9031 1.8484 0.001
C 0.9127 -0.1537 2.9321 0.002
C 0.6869 2.8448 -0.5922 0.005
H -2.2951 1.1345 1.1649 0.009
H 3.0600 -1.3015 0.5324 0.000
H -0.1066 -0.2072 3.2851 0.001
H 1.3432 1.1768 4.5196 0.000
H -0.1782 2.2552 -2.4489 0.008
H -2.6641 -2.3001 -2.2634 0.001
H 1.2372 3.3109 1.4815 0.008
H -1.1965 -3.4314 -4.6456 0.000
H -0.6036 2.4194 2.4720 -0.002
H -1.9537 -1.8240 -4.6634 0.001
H 3.6441 1.7725 3.4620 0.000
H 1.5261 3.3334 -1.0649 -0.002
H -0.9357 -2.0546 -2.3895 0.000
H 4.3687 0.4422 1.4483 0.000
```

Entry 2:
A structure of composition C25H32MgN3O4S, computed with ωB97M-V with the def2-TZVPD basis set.

Results
HOMO level in Eh: -0.13094
LUMO level in eV: 2.44
Net charge: -1
E_tot in a.u.: -2035.5860
Orbital gap in eV: 6.00

Structure (XYZ):
```
66
Properties=species:S:1:pos:R:3:nbo_charge:R:1
S 1.5946 -0.9116 -1.2401 -0.543
Mg -0.2216 -1.7913 0.2505 1.729
O -2.2400 -1.5359 0.0196 -0.888
O -1.1846 -2.7049 -1.5544 -0.735
O 2.4945 -4.1019 2.1026 -0.721
O 0.5647 -3.3833 1.1294 -0.905
N 0.2191 -0.4106 1.9458 -0.731
N -1.5893 -1.1744 3.1596 -0.600
N 0.0388 0.1045 4.2515 -0.455
C 2.9083 -4.2271 -2.9769 -0.222
C 3.4991 -4.9377 -1.9629 -0.275
C 1.8833 4.2891 -4.3432 -0.627
C 1.8045 -3.6748 1.1403 0.801
C -1.2589 2.4722 -3.4408 -0.018
C 1.4387 0.5449 4.3922 -0.188
C 2.5008 -3.4955 -0.2954 -0.178
C -1.8826 1.1370 -3.8358 -0.636
C -1.8531 5.5620 -1.2398 -0.622
C 1.5031 0.2698 1.9759 -0.242
C -0.0955 2.8779 -4.0154 -0.162
C -2.4635 -1.2643 4.3335 -0.208
C 3.3236 -4.5510 -0.6197 -0.197
C 2.2108 -2.5083 -1.3280 -0.163
C -0.7405 0.0914 5.4698 -0.194
C -1.6686 -1.1116 5.6383 -0.424
C 0.5713 4.0387 -3.7187 -0.033
C -3.5590 -2.2581 -1.9094 -0.724
C -1.8159 3.3232 -2.4733 -0.212
C 2.4201 -2.9331 -2.6793 -0.243
C -2.2281 -2.1646 -1.0962 0.769
C 0.0205 4.8256 -2.7108 -0.217
C -1.2239 4.5433 -2.1331 -0.022
C 2.2682 -0.0934 3.2590 -0.435
C -0.4327 -0.5021 3.1232 0.633
H 1.8649 3.6911 -5.2929 0.215
H -2.8429 1.3085 -4.4024 0.210
H -1.3732 1.0510 5.4336 0.174
H 0.4927 5.7400 -2.3554 0.191
H -0.0598 0.2258 6.3375 0.204
H 3.7817 -5.1035 0.2337 0.229
H -2.8548 -2.2723 4.2647 0.210
H -2.1761 5.2076 -0.2574 0.217
H 2.8936 -4.5704 -3.9885 0.192
H 1.4889 1.6805 4.3882 0.179
H -1.9134 -1.5292 2.2876 0.430
H -3.6926 -1.3787 -2.5463 0.221
H -2.7550 5.9928 -1.6539 0.213
H 1.3620 1.4038 1.9502 0.159
H 2.0551 5.3677 -4.4405 0.212
H 2.0907 -0.0308 1.1095 0.255
H -1.1538 -2.0292 5.9253 0.220
H -2.1761 0.6006 -2.9120 0.229
H -1.1192 6.3909 -1.0619 0.206
H -4.4192 -2.2914 -1.2433 0.212
H 4.0434 -5.8492 -2.2292 0.191
H -1.1572 0.4359 -4.3500 0.236
H -2.7287 2.9507 -1.9503 0.202
H 2.6512 3.7971 -3.7359 0.230
H 2.3698 -1.1835 3.4109 0.239
H 2.2168 -2.2128 -3.4361 0.206
H 3.2522 0.3969 3.1599 0.210
H -3.4286 -3.1879 -2.4923 0.228
H -3.2752 -0.5350 4.2032 0.184
H 1.7641 0.2167 5.3725 0.185
H 0.3434 2.2199 -4.7846 0.189
H -2.3508 -0.8478 6.4380 0.212
```

Entry 3:
A cluster of 15 separate species, C45H127N7O15 in total, computed with ωB97M-V with the def2-TZVPD basis set.

Results
HOMO level in Eh: -0.30265
LUMO level in eV: 0.30
E_tot in a.u.: -3302.2839
Orbital gap in eV: 8.54

Structure (XYZ):
```
194
Properties=species:S:1:pos:R:3:lowdin_charge:R:1
O 0.4542 3.7035 -2.5815 -0.164
O -0.5584 1.8769 4.0910 -0.222
O -2.0962 -3.2617 -3.4063 -0.204
O 0.3927 -4.7399 3.4515 -0.100
O -1.4610 0.9529 0.7385 -0.226
O -2.1082 2.2414 -2.9811 -0.065
O 3.2681 1.7622 1.5893 -0.149
O 4.1506 0.2892 -3.9953 -0.222
O 5.8853 -1.4635 -0.1381 -0.108
O 3.8240 -3.0924 0.5783 -0.220
O -3.9168 -3.2126 0.3616 -0.096
O -5.5214 1.8101 5.8341 -0.107
O -0.2657 6.7973 0.2492 -0.171
O 0.3011 -2.0364 3.8863 -0.121
O -4.6599 0.1361 -6.8528 -0.223
N 0.6393 2.4419 -0.1453 0.073
N 0.3046 6.5813 3.0815 0.019
N -2.8329 -1.6744 -6.2128 0.061
N 4.1272 -3.1756 -5.3545 0.060
N 3.1175 -0.7549 3.2687 0.046
N -0.5053 -5.7476 -0.9735 0.051
N -2.7577 2.8894 5.6270 0.018
C 4.6692 1.8894 1.1918 -0.250
C 0.0300 -2.2417 6.3140 -0.086
C -5.3905 0.4679 6.3336 -0.329
C -5.4759 0.7007 -7.8514 -0.135
C 3.0953 -2.2779 1.4856 -0.201
C 0.3953 0.9502 -0.5637 -0.296
C 3.1545 -2.5184 -3.1857 -0.040
C -0.1539 -3.2475 -1.3073 -0.049
C -1.6444 -5.1611 2.2276 -0.092
C -0.1876 -5.0739 2.1727 -0.313
C 2.2490 5.3373 2.7594 -0.043
C -0.2649 0.1790 0.5674 -0.166
C 1.2351 2.8664 -3.4637 -0.327
C 3.9115 -1.8215 2.6424 -0.402
C -3.2715 0.6008 -6.8485 -0.177
C 0.8370 1.7871 3.9376 -0.098
C -4.7748 -2.2547 1.0065 -0.304
C 5.6612 2.4633 2.2576 -0.066
C -1.6408 -4.4739 -2.9008 -0.193
C -1.1399 3.0782 3.6543 -0.191
C 3.6416 -2.1133 -4.5601 -0.494
C -3.2804 2.7952 -2.4380 -0.506
C 4.6051 -1.0104 -4.5148 -0.206
C -2.2158 0.4848 1.8781 -0.060
C -4.4944 2.0624 -3.0588 -0.047
C 3.2015 -4.3519 0.1763 -0.058
C -3.2561 -2.7353 -2.8688 -0.124
C -2.5116 -0.2502 -5.8742 -0.436
C -3.3751 2.6699 -0.9699 -0.071
C 1.3651 3.4656 -4.8453 -0.075
C -1.1182 -4.4346 -1.4055 -0.366
C 1.7613 0.3532 -0.9376 -0.034
C -1.0402 -0.1591 -5.9974 -0.065
C 0.6470 5.8424 0.7223 -0.245
C -0.6018 -2.0767 5.0092 -0.336
C -3.2146 4.6423 4.0792 -0.035
C -5.8796 -2.7726 1.8431 -0.078
C -2.6194 3.2128 4.2232 -0.378
C 5.2047 1.3238 -4.1113 -0.068
C -1.1316 6.2899 -0.7778 -0.073
C 1.2801 6.2935 1.9904 -0.411
C 7.2036 -3.1488 -1.4542 -0.071
C 7.0159 -2.2799 -0.1586 -0.325
C -6.5377 -0.3508 5.7268 -0.085
C 4.2848 -3.0637 3.5539 -0.022
H -5.1193 -1.5508 0.2166 0.128
H 2.0947 0.8786 -1.8411 0.061
H 6.5883 2.4778 1.7253 0.061
H -1.1191 -1.0865 4.9646 0.117
H 1.4551 5.6139 0.0888 0.114
H -2.4487 -5.1789 -2.9493 0.112
H -0.2405 2.7170 0.2852 0.049
H -6.6064 -0.2146 4.6195 0.077
H -6.3969 0.0559 -8.0031 0.095
H -5.3506 0.4701 7.4473 0.113
H -2.5480 3.6965 6.2201 0.089
H -3.0142 1.2039 1.9473 0.074
H 5.0453 0.9328 0.9267 0.075
H -0.6299 -2.3684 -1.7047 0.076
H -4.6216 2.1559 5.9260 0.018
H -1.7482 7.1569 -1.0687 0.094
H -1.9882 -4.2510 -0.7357 0.106
H -1.7800 5.5619 -0.3597 0.061
H 0.2500 -2.9709 3.5981 0.026
H 2.1885 2.9365 -5.3633 0.080
H 3.1445 -5.0724 1.0138 0.089
H 0.1437 4.8304 0.8086 0.119
H -3.3703 1.6400 -0.6539 0.075
H -1.3112 -2.9261 4.8623 0.118
H -0.7877 -2.0610 7.0084 0.088
H 0.2514 -6.0175 1.7919 0.118
H 0.8071 7.1591 3.7653 0.072
H -4.5383 2.2444 -4.1322 0.069
H -5.6184 -3.7388 2.2172 0.067
H 2.8299 -1.5818 -2.7237 0.063
H 5.8823 1.1522 -5.0107 0.092
H 4.6668 2.2478 -4.1744 0.061
H 3.1866 5.3188 2.1851 0.074
H 2.8438 -1.3800 0.8920 0.118
H -1.6211 0.5573 2.7886 0.073
H -1.1945 3.1409 2.5908 0.097
H 4.9386 -2.8205 4.4260 0.081
H 0.5422 3.3860 -1.6208 0.041
H 4.0570 -4.1137 -5.0683 0.062
H -4.4491 1.0125 -2.8539 0.064
H 5.8685 1.0841 -3.2261 0.099
H -0.0377 -5.2045 4.1622 0.084
H 5.4614 -1.2783 -3.9274 0.100
H 1.1169 1.8830 2.8380 0.078
H 7.8529 -1.6078 0.1025 0.110
H -2.8903 5.1609 3.1591 0.085
H -6.3549 -1.4106 5.9602 0.070
H -2.6925 -0.4957 1.6964 0.073
H -7.4287 0.0319 6.1995 0.063
H -2.9062 0.0245 -4.8807 0.120
H -4.2523 4.6763 4.3384 0.069
H -4.9300 0.7595 -8.8484 0.098
H -4.1829 -3.3773 -2.9698 0.108
H -2.6984 -2.3328 -5.5047 0.014
H -2.0839 -4.1990 2.4676 0.072
H 3.7556 -3.1056 -6.2645 0.067
H -2.5585 3.1149 -0.4187 0.061
H 5.4074 3.5033 2.6202 0.081
H 0.7872 -1.5431 6.4399 0.056
H 1.3536 2.5475 0.5425 0.041
H 1.7329 7.2443 1.6693 0.136
H 3.4488 -3.7360 3.8008 0.076
H 2.2255 2.7212 -3.0205 0.095
H 2.2182 -1.1203 3.5511 0.035
H -3.7017 -1.7873 -6.7368 0.071
H -0.6159 5.9448 -1.6911 0.088
H -0.4709 7.1507 2.7234 0.071
H 3.1505 1.0343 2.2230 0.024
H -5.4138 2.4828 -2.6452 0.079
H -3.3915 3.8900 -2.7460 0.156
H 1.6518 -0.6710 -1.2389 0.052
H 3.9692 -2.8638 -2.5506 0.070
H 2.2064 -2.8299 1.9479 0.140
H 0.7546 -3.4695 -1.8032 0.036
H 6.5055 -3.9334 -1.3342 0.039
H 8.2899 -3.4493 -1.3995 0.084
H -2.7909 5.1864 4.8990 0.059
H 1.1754 0.7798 4.2206 0.071
H -0.6759 0.8155 -5.6088 0.077
H 1.6422 4.5298 -4.7564 0.084
H -2.0072 -5.5010 1.2287 0.079
H 5.0797 -1.9218 -0.4453 0.063
H -5.8507 1.7159 -7.5376 0.089
H 0.0932 -2.9317 -0.2630 0.069
H -3.1566 2.4052 3.6309 0.128
H 5.6074 1.8768 3.1294 0.040
H 0.2256 -5.9019 -1.6514 0.060
H 2.4804 0.5197 -0.1747 0.043
H 0.2931 0.1759 1.4940 0.112
H 1.7666 4.3613 2.7030 0.048
H 7.0082 -3.0123 0.6936 0.110
H -1.3593 2.8903 -2.8606 0.074
H 7.1835 -2.6592 -2.4555 0.070
H 3.6425 -0.3816 4.0979 0.115
H 5.0845 -0.9120 -5.6028 0.155
H 0.1222 -4.2516 1.5292 0.087
H -1.9720 -5.7405 3.0996 0.087
H 1.4327 2.5666 4.4409 0.095
H -2.1145 2.1419 5.9270 0.093
H -0.5311 3.9536 3.9078 0.111
H 2.3960 5.6479 3.8032 0.078
H -3.2547 1.6159 -6.4789 0.121
H 2.3158 -3.2255 -3.2128 0.072
H 4.7828 -1.3791 2.2301 0.112
H -4.3684 -4.0383 0.2977 0.066
H 4.6484 2.5500 0.3281 0.110
H -3.4736 -1.8327 -3.4476 0.074
H -0.3498 1.0505 -1.3872 0.136
H -1.0891 -6.5691 -1.0828 0.071
H -6.4650 -2.1653 2.5458 0.082
H -0.8063 -4.7769 -3.5385 0.129
H -4.2410 3.1836 -0.6490 0.073
H 2.6756 -1.7717 -5.0025 0.151
H -2.7611 0.5504 -7.8140 0.124
H 4.9756 -3.6141 2.9441 0.052
H -6.7236 -3.0429 1.1881 0.080
H 3.7323 -4.8841 -0.6250 0.087
H -0.7982 -0.0694 -7.0683 0.083
H -0.5567 -1.0058 -5.5411 0.072
H 0.7411 1.8522 -3.4644 0.112
H 2.1448 -4.2260 -0.1051 0.055
H -0.5122 -0.8628 0.3322 0.113
H -4.0834 -1.6960 1.5978 0.066
H 0.3925 -3.2773 6.3207 0.087
H 0.4123 3.3912 -5.3016 0.052
H -4.4282 0.0744 6.1782 0.073
H -3.2537 -2.4985 -1.7560 0.086
```

Entry 4:
The molecule C5H5FO2, computed with ωB97M-V with the def2-TZVPD basis set.

Results
Structure (SMILES): O=C1C[C@@]2(F)C[C@@H]2O1
HOMO level in Eh: -0.34265
LUMO level in eV: 0.72
E_tot in a.u.: -443.7393
Orbital gap in eV: 10.05

Structure (XYZ):
```
13
Properties=species:S:1:pos:R:3:nbo_charge:R:1
F 0.5501 1.1672 -0.9261 -0.348
O -2.4207 -0.0713 -0.1891 -0.516
O -0.4143 -1.1171 -0.5305 -0.489
C 0.9241 0.5712 0.2465 0.287
C -0.3679 0.7833 1.0692 -0.513
C -1.2708 -0.1380 0.0644 0.798
C 2.0779 -0.3628 0.0139 -0.426
C 0.7617 -1.0164 0.2355 0.035
H -0.7602 1.7932 1.1691 0.244
H 2.5012 -0.0870 -0.9152 0.261
H -0.2870 0.3015 2.0307 0.231
H 2.8240 -0.5142 0.8178 0.251
H 0.7019 -1.5150 1.2132 0.186
```